Version 1
ORCA calculation (ωB97M-V/def2-TZVPD) on a gas-phase ion, C4H10N4O2 (charge +2).

The geometry in ORCA input format:
```
! wB97M-V def2-TZVPD RIJCOSX def2/J DEFGRID3
* xyz 2 1
N -2.605 1.096 -0.165
C -1.817 -0.001 -0.174
O -2.280 -1.116 -0.451
N -0.493 0.064 -0.014
N 0.053 1.235 0.568
C 0.352 -1.095 0.122
C 1.611 -1.150 -0.692
N 2.528 -0.093 -0.101
C 2.209 0.538 0.947
O 2.328 1.132 1.896
H -2.364 2.078 -0.235
H -3.601 0.846 -0.183
H -3.138 -1.096 -0.913
H 0.340 2.026 -0.015
H -0.518 1.688 1.280
H -0.412 -1.901 0.083
H 0.640 -1.358 1.134
H 2.260 -2.061 -0.794
H 1.466 -0.931 -1.734
H 3.440 0.098 -0.560
*
```

Computed properties:
Highest occupied orbital energy in eV: -19.0
Gap between HOMO and LUMO in eV: 10.92
Structure (SMILES): N/C(O)=[N+](\N)CC[NH+]=C=O

Löwdin population analysis, charges in e, atoms 1 to 4: atom 1 (N): 0.264, atom 2 (C): -0.413, atom 3 (O): 0.255, atom 4 (N): -0.035

=====

Version 2
ORCA calculation (ωB97M-V/def2-TZVPD) on 2 unconnected molecules or ions with the total composition C4H10N4O2.

The geometry in ORCA input format:
```
! wB97M-V def2-TZVPD RIJCOSX def2/J DEFGRID3
* xyz 2 1
C -0.460 -1.597 -0.243
C 0.418 1.817 0.191
C 0.497 0.592 0.193
C -2.622 -0.422 -0.077
N -1.680 -1.319 -0.036
N 0.535 -0.718 -0.080
N 0.542 3.139 0.235
N 2.877 -1.871 -0.039
O -3.690 -0.445 0.681
O -2.685 0.309 -1.124
H -0.089 -2.646 -0.421
H 1.853 -1.287 -0.187
H 0.138 3.662 -0.693
H 1.584 3.343 0.175
H 0.232 3.397 1.163
H 3.615 -1.441 -0.642
H 2.737 -2.792 -0.339
H 3.198 -1.835 0.944
H -3.654 -0.902 1.561
H -3.345 1.017 -1.261
*
```

Computed properties:
Highest occupied orbital energy in eV: -16.5
Gap between HOMO and LUMO in eV: 9.60

Löwdin population analysis, charges in e, atoms 1 to 4: atom 1 (C): -0.133, atom 2 (C): -0.086, atom 3 (C): -0.025, atom 4 (C): -0.477

=====

Ranking the structures above by energy, version 1 is first and the second is 45.6 kJ/mol behind.